[1]
Density functional theory data (wB97M-V/def2-TZVPD) for a structure of composition C35H56O5SSe3Zr.

Geometry as XYZ:
```
101
Properties=species:S:1:pos:R:3:forces:R:3
Zr -1.2628 -1.0888 -1.6647 -0.12 0.26 0.14
C -1.7398 3.2647 4.9138 -0.01 -0.01 -0.01
C -0.6295 3.6249 3.9174 -0.01 0.02 -0.01
C -0.5998 5.1463 3.7653 0.00 -0.01 -0.02
C 0.7251 3.1712 4.4798 0.01 -0.01 -0.01
C -0.8848 2.9173 2.5856 0.00 0.04 0.01
C -0.9509 1.5330 2.5450 0.02 -0.06 0.04
C -1.1451 0.8709 1.3465 0.00 0.14 -0.02
Se -1.1316 -1.0362 1.2699 -0.06 -0.09 -0.02
C 0.7759 -1.2373 1.2000 0.15 0.01 -0.07
C 1.4901 -1.3461 2.3735 -0.05 0.00 0.04
C 2.8820 -1.3665 2.3524 0.04 0.00 0.03
C 3.4915 -1.3022 1.1096 0.02 -0.02 0.02
C 2.8084 -1.2177 -0.1084 -0.05 -0.03 -0.04
C 1.4093 -1.1638 -0.0566 -0.06 -0.03 0.03
O 0.6430 -1.0225 -1.1414 0.27 0.23 0.09
C 3.6598 -1.1669 -1.3869 0.07 -0.01 -0.05
C 4.5053 0.1164 -1.3643 -0.02 0.01 0.01
C 4.5963 -2.3874 -1.4133 -0.01 0.00 0.01
C 2.8746 -1.1821 -2.7030 -0.03 0.00 0.03
C 3.6577 -1.4344 3.6684 0.03 0.02 -0.02
C 5.1707 -1.4196 3.4451 -0.01 0.00 0.00
C 3.2896 -0.2227 4.5372 0.00 0.01 0.00
C 3.2944 -2.7236 4.4168 -0.01 -0.01 -0.01
C -1.2978 1.5578 0.1373 0.02 -0.04 -0.09
O -1.4790 0.8813 -1.0002 -0.07 -0.03 0.02
C -1.2643 2.9660 0.1567 -0.02 -0.01 0.03
C -1.0508 3.5959 1.3801 0.01 0.00 0.01
C -1.4786 3.7660 -1.1294 -0.02 0.08 -0.05
C -2.9079 3.5160 -1.6468 0.01 -0.03 0.03
C -0.4291 3.3897 -2.1883 0.01 0.00 -0.01
C -1.3495 5.2768 -0.9013 0.00 -0.03 0.02
H -1.5661 3.7608 5.8717 0.00 0.00 0.00
H -2.7139 3.5799 4.5346 0.00 -0.01 0.01
H -1.7828 2.1899 5.0969 0.00 0.01 -0.01
H -0.4143 5.6062 4.7376 0.00 -0.01 0.00
H 0.1943 5.4687 3.0885 -0.01 0.00 0.01
H -1.5511 5.5304 3.3906 0.01 0.01 0.00
H 0.9280 3.6673 5.4323 -0.01 0.00 -0.01
H 0.7478 2.0934 4.6506 0.00 0.01 -0.01
H 1.5306 3.4170 3.7845 0.00 -0.01 0.01
H -0.8329 0.9542 3.4540 0.00 -0.03 -0.03
H 0.9561 -1.3923 3.3156 -0.03 0.00 -0.02
H 4.5718 -1.3151 1.0699 -0.02 0.00 -0.01
H 5.1561 0.1604 -0.4893 0.00 0.00 -0.01
H 5.1336 0.1656 -2.2570 -0.01 0.00 0.01
H 3.8597 0.9971 -1.3507 0.01 0.00 0.00
H 5.2681 -2.4177 -0.5547 -0.01 0.00 -0.01
H 4.0166 -3.3131 -1.4226 0.01 0.01 0.00
H 5.2112 -2.3617 -2.3158 -0.01 0.00 0.00
H 2.2452 -0.3023 -2.8164 0.00 0.00 -0.01
H 3.5885 -1.1989 -3.5302 0.01 0.00 0.02
H 2.2372 -2.0620 -2.7889 0.00 0.01 -0.01
H 5.4942 -0.5072 2.9396 0.00 -0.01 0.01
H 5.6813 -1.4644 4.4089 0.00 0.00 0.00
H 5.4990 -2.2773 2.8539 0.00 0.01 0.01
H 3.5299 0.7090 4.0208 -0.01 -0.01 0.01
H 2.2247 -0.2078 4.7765 0.01 0.00 -0.01
H 3.8436 -0.2486 5.4790 0.00 0.00 -0.01
H 3.5562 -3.6005 3.8209 -0.01 0.00 0.01
H 3.8358 -2.7772 5.3644 0.00 0.00 0.00
H 2.2267 -2.7724 4.6374 0.01 0.00 -0.01
H -1.0112 4.6737 1.3941 0.00 0.00 -0.01
H -3.1705 2.4573 -1.6468 0.01 0.03 0.00
H -3.6318 4.0099 -0.9953 0.00 0.01 -0.01
H -3.0296 3.9167 -2.6565 0.01 0.01 0.01
H -0.4851 2.3448 -2.4819 0.02 0.01 0.01
H -0.5636 4.0086 -3.0790 -0.01 0.00 0.00
H 0.5752 3.5725 -1.7995 -0.01 0.00 -0.01
H -2.0904 5.6454 -0.1895 0.01 0.01 0.00
H -0.3550 5.5492 -0.5415 -0.01 -0.01 -0.01
H -1.5147 5.7950 -1.8478 0.00 -0.01 0.00
O -2.3181 0.2717 -3.2246 0.01 0.00 -0.07
C -3.5558 0.0432 -3.9098 -0.11 -0.16 -0.04
C -3.6983 -1.4147 -4.3277 0.07 -0.04 0.06
C -4.8529 -1.3966 -5.3528 0.02 -0.03 -0.01
O -5.2716 -2.6814 -5.7715 -0.04 -0.02 0.00
C -2.4319 -1.8780 -5.0666 -0.05 0.07 0.01
Se -0.8162 -2.3013 -4.0205 -0.12 -0.10 0.05
C -4.1046 -2.3697 -3.1734 0.00 0.09 -0.12
Se -3.8410 -1.7982 -1.2936 -0.01 -0.02 0.04
H -2.3893 1.0689 -2.6720 0.06 -0.01 0.05
H -3.5650 0.6802 -4.7984 0.01 0.02 0.00
H -4.3880 0.3163 -3.2571 0.03 0.03 0.04
H -4.5682 -0.7798 -6.2135 0.00 -0.01 -0.02
H -5.7301 -0.9394 -4.8889 0.00 0.01 -0.01
H -4.5969 -3.0663 -6.3383 0.02 0.03 0.00
H -2.1641 -1.1265 -5.8117 0.03 0.00 0.00
H -2.6527 -2.8048 -5.5970 0.03 -0.02 0.00
H -3.5948 -3.3227 -3.2983 0.02 -0.01 -0.01
H -5.1725 -2.5674 -3.2406 -0.01 0.01 0.01
C -2.2665 -4.8652 0.4090 -0.08 -0.01 0.00
S -1.7419 -4.3366 -1.2127 -0.05 -0.26 -0.05
C -0.5152 -5.5945 -1.5440 0.02 0.05 -0.06
O -0.8607 -3.1302 -0.9095 0.09 -0.07 0.06
H -2.7364 -5.8458 0.3294 0.01 0.02 -0.02
H -2.9980 -4.1289 0.7380 0.01 -0.01 0.02
H -1.4070 -4.8921 1.0777 0.02 0.02 -0.03
H -1.0004 -6.5627 -1.6642 -0.05 0.03 0.02
H 0.2184 -5.6141 -0.7395 -0.01 0.02 0.00
H -0.0508 -5.2950 -2.4830 0.03 -0.03 0.02
```
Positions in Å, forces in eV/Å.

The spin multiplicity is 1. For the HOMO-LUMO gap, the calculation gives 7.951 eV. Its total charge is 0. Its total energy is -255601.481 eV. The value obtained for the energy above the lowest of the compared OMol25 structures with the same formula, charge and spin is 1.48 kcal per mole. Its maximum force is 0.37 eV Å⁻¹.

---

[2]
Density functional theory data (wB97M-V/def2-TZVPD) for a structure of composition C35H57BrN4O3PS3Sn.

Geometry as XYZ:
```
105
Properties=species:S:1:pos:R:3:forces:R:3
Sn -0.4289 -0.3090 -0.2174 0.28 0.12 -0.12
C 3.3467 -0.3270 0.4404 0.03 0.01 0.00
O 2.2733 0.5458 0.1246 0.08 0.03 -0.13
C 2.4088 1.8631 0.3970 -0.02 0.01 -0.03
C 3.5676 2.4407 0.8395 0.01 0.02 0.01
C 3.6294 3.8307 1.0456 -0.01 -0.05 -0.01
Br 5.2439 4.5916 1.6609 0.01 0.01 0.01
C 2.5516 4.6142 0.7849 -0.02 -0.01 0.00
C 1.3452 4.0244 0.3346 -0.03 0.04 0.01
C 1.2107 2.6263 0.1693 0.04 -0.04 0.15
O 0.0940 2.0536 -0.1536 -0.07 -0.03 -0.10
C 0.2418 4.8734 -0.0034 0.01 0.03 0.00
N -0.9123 4.4703 -0.5425 0.05 0.03 -0.06
C -1.7221 5.5736 -0.8116 0.00 -0.07 0.00
C -2.9771 5.7043 -1.3902 0.00 -0.05 0.01
C -3.4866 6.9852 -1.5040 -0.01 0.00 0.00
C -2.7721 8.1026 -1.0588 0.00 0.01 0.00
C -1.5176 7.9758 -0.4912 0.00 0.01 0.00
C -1.0114 6.6903 -0.3828 0.03 0.03 0.02
N 0.1990 6.2146 0.1119 -0.04 -0.01 0.00
H 4.2322 -0.0865 -0.1521 -0.01 0.00 -0.01
H 2.9990 -1.3261 0.1882 0.00 0.00 0.00
H 3.5832 -0.2828 1.5057 -0.01 0.00 -0.01
H 4.4472 1.8421 1.0249 0.00 0.00 0.00
H 2.6365 5.6832 0.9254 -0.01 0.00 -0.01
H -1.0372 3.4688 -0.6971 -0.07 -0.01 0.01
H -3.5321 4.8500 -1.7505 0.00 0.00 0.01
H -4.4605 7.1272 -1.9523 0.01 0.00 0.00
H -3.2078 9.0863 -1.1662 0.00 -0.01 0.00
H -0.9593 8.8383 -0.1531 0.00 -0.01 0.00
H 0.9424 6.7768 0.4850 0.02 0.02 0.02
S 0.5463 -0.2444 2.3333 -0.12 -0.14 0.04
C -0.1671 -1.6613 2.9123 -0.10 0.02 -0.03
N -1.4018 -2.0553 2.6865 -0.05 0.02 -0.15
C -1.7269 -3.4307 3.0472 -0.02 0.02 0.02
C -0.6992 -3.8692 4.0954 -0.03 0.00 0.00
S 0.7414 -2.7882 3.8629 0.06 0.01 -0.01
H -1.9460 -1.5454 1.9620 0.16 0.04 0.10
H -1.6833 -4.0506 2.1502 0.05 0.03 -0.01
H -2.7314 -3.4727 3.4636 -0.06 -0.02 -0.04
H -0.3912 -4.9008 3.9475 -0.03 -0.01 0.02
H -1.0737 -3.7534 5.1100 0.00 0.03 0.00
C -3.0619 1.7751 -1.8738 -0.03 0.03 0.02
C -4.1891 0.8423 -1.3997 -0.03 -0.01 0.00
C -4.1897 -0.3430 -2.3809 0.03 0.02 0.01
C -5.5102 1.6073 -1.5462 -0.02 0.01 -0.03
P -3.8062 0.1709 0.3335 0.05 0.02 -0.11
N -2.3306 -0.3317 0.4217 -0.16 -0.05 0.30
C -4.9615 -1.2789 0.6838 -0.01 0.00 0.00
C -4.3823 -2.5388 0.0139 -0.04 0.00 0.03
C -6.4196 -1.0891 0.2505 -0.02 -0.02 0.02
C -4.9708 -1.5648 2.1941 0.03 -0.06 -0.01
C -4.1166 1.5208 1.6053 -0.01 0.04 -0.01
C -3.4186 1.1329 2.9203 0.02 0.02 0.03
C -5.5860 1.8612 1.8794 0.00 0.02 0.03
C -3.4008 2.7906 1.1221 0.01 0.00 -0.02
H -3.1181 1.8668 -2.9607 -0.02 0.01 -0.01
H -2.0707 1.3984 -1.6299 0.06 -0.04 -0.02
H -3.1609 2.7747 -1.4594 0.03 -0.04 0.02
H -4.2210 0.0529 -3.3985 -0.01 0.00 0.00
H -5.0523 -0.9930 -2.2619 -0.02 0.01 0.01
H -3.2818 -0.9419 -2.2821 -0.01 0.00 0.01
H -5.6461 1.8650 -2.6008 0.01 0.00 0.00
H -5.5092 2.5420 -0.9853 0.02 -0.01 -0.01
H -6.3785 1.0281 -1.2409 0.01 0.02 0.00
H -4.4990 -2.5379 -1.0671 0.03 0.00 0.03
H -4.9223 -3.4080 0.3985 -0.01 0.00 -0.01
H -3.3219 -2.6575 0.2420 0.00 0.00 -0.01
H -6.5398 -1.0427 -0.8293 0.02 -0.01 -0.02
H -6.8747 -0.2005 0.6883 0.02 -0.02 -0.01
H -6.9948 -1.9512 0.5989 0.00 0.00 -0.01
H -3.9646 -1.6564 2.6000 -0.02 -0.01 0.02
H -5.4834 -2.5163 2.3555 0.00 0.00 -0.01
H -5.5032 -0.8098 2.7671 -0.01 -0.02 -0.02
H -3.9060 0.3159 3.4452 0.04 0.04 -0.01
H -3.4396 2.0016 3.5833 -0.02 0.00 0.00
H -2.3736 0.8719 2.7472 0.01 -0.01 -0.02
H -6.1040 1.0754 2.4262 0.00 -0.01 -0.01
H -6.1515 2.0728 0.9733 0.01 0.01 0.02
H -5.6228 2.7595 2.5020 0.00 -0.01 0.01
H -2.3782 2.5723 0.8069 -0.02 -0.03 0.04
H -3.3464 3.4969 1.9539 -0.02 0.01 0.00
H -3.9388 3.2833 0.3142 -0.01 0.03 -0.01
C 2.9944 -5.0181 0.4877 0.01 0.01 0.01
C 2.3106 -5.6117 -0.7386 -0.01 0.00 0.03
C 0.8113 -5.3364 -0.7592 0.05 -0.01 0.02
S 0.4643 -3.5620 -0.9471 -0.10 0.05 0.00
O -0.3294 -3.1478 0.2719 0.03 -0.03 -0.01
C -0.7452 -3.6526 -2.2908 -0.01 -0.06 0.03
C -0.0890 -3.7490 -3.6634 -0.01 -0.02 0.01
C 0.6724 -2.4886 -4.0613 -0.01 0.01 -0.01
H 4.0778 -5.1113 0.4199 -0.01 -0.02 0.01
H 2.6691 -5.5257 1.3977 -0.02 0.01 0.00
H 2.7590 -3.9572 0.6060 0.01 0.00 -0.02
H 2.4556 -6.6938 -0.7588 0.02 0.00 -0.01
H 2.7649 -5.2246 -1.6547 -0.02 0.02 0.01
H 0.3448 -5.5896 0.1954 -0.04 -0.02 -0.02
H 0.3016 -5.8798 -1.5552 0.03 0.00 -0.01
H -1.3253 -2.7331 -2.1803 0.04 0.03 -0.04
H -1.4039 -4.4978 -2.0811 -0.03 0.04 0.03
H -0.8784 -3.9473 -4.3914 0.00 -0.01 0.00
H 0.5723 -4.6211 -3.6968 0.00 0.01 -0.01
H 0.0196 -1.6142 -4.0209 0.00 -0.01 -0.01
H 1.0555 -2.5739 -5.0778 0.00 0.00 0.01
H 1.5172 -2.2964 -3.3992 0.00 -0.01 0.01
```
Positions in Å, forces in eV/Å.

The spin multiplicity is 1. For the HOMO-LUMO gap, the calculation gives 7.462 eV. Its total charge is +1. Its total energy is -166988.823 eV. The value obtained for the energy above the lowest of the compared OMol25 structures with the same formula, charge and spin is 0.00 kcal per mole. Its maximum force is 0.34 eV Å⁻¹.